The following is a DFT calculation (wB97M-V/def2-TZVPD) of a single C4H12N2O2 molecule.

XYZ file:
```
20
Properties=species:S:1:pos:R:3:mulliken_charge:R:1
C -0.061 -0.295 -0.682 0.5852
C 1.072 0.727 -0.419 -0.0953
C 0.055 -1.588 0.128 -1.6839
C 1.344 0.993 1.058 -1.3417
N -1.345 0.390 -0.543 -0.0385
N -1.707 0.608 0.773 -0.4550
O -2.364 -0.412 -1.218 -0.4735
O 2.248 0.330 -1.094 -0.5531
H -2.649 0.121 -1.968 0.3311
H 2.605 -0.445 -0.644 0.3667
H 0.003 -0.547 -1.747 0.2150
H 0.774 1.663 -0.903 0.4172
H -2.491 1.253 0.796 0.2223
H -1.964 -0.248 1.269 0.2142
H 0.978 -2.105 -0.123 0.4091
H -0.780 -2.240 -0.125 0.4100
H 0.038 -1.391 1.197 0.4037
H 0.420 1.269 1.555 0.3929
H 2.061 1.805 1.152 0.3783
H 1.764 0.111 1.539 0.2953
```

SMILES: C[C@H]([C@@H](C)O)N(N)O
Kohn-Sham gap, eV: 10.04
ΔE to the lowest compared entry with this formula, charge and spin, kcal per mole: 83.4
Highest occupied orbital energy, eV: -9.2


The following is a DFT calculation (wB97M-V/def2-TZVPD) of a molecular structure, C4H12N2O2.

XYZ file:
```
20
Properties=species:S:1:pos:R:3:mulliken_charge:R:1
C 0.654 -0.662 0.948 0.6261
C 0.431 -2.140 0.768 -1.4587
C 1.777 -0.056 0.157 -1.2934
N -0.836 -0.243 -1.063 -0.5768
H 0.763 -0.415 2.002 0.2926
H -1.408 -1.081 -1.062 0.2127
H -0.896 0.191 -1.980 0.2021
H 2.721 -0.460 0.535 0.4277
H -0.509 -2.435 1.234 0.3736
H 0.424 -2.423 -0.290 0.2944
H 1.241 -2.675 1.272 0.4127
H 1.688 -0.275 -0.905 0.2661
H 1.804 1.020 0.279 0.3860
N -0.620 1.961 -0.253 -0.2683
C -1.301 0.669 -0.012 0.1965
O -1.243 2.614 -1.383 -0.4721
O -0.955 0.171 1.190 -0.6072
H -0.487 2.886 -1.927 0.3297
H -0.843 2.542 0.556 0.2338
H -2.405 0.811 -0.067 0.4225
```

Kohn-Sham gap, eV: 10.11
ΔE to the lowest compared entry with this formula, charge and spin, kcal per mole: 104.2
Highest occupied orbital energy, eV: -9.1


The following is a DFT calculation (wB97M-V/def2-TZVPD) of a single C4H12N2O2 molecule.

XYZ file:
```
20
Properties=species:S:1:pos:R:3:mulliken_charge:R:1
C 0.325 -0.491 -0.441 -1.0629
N -1.108 -0.381 -0.413 -0.1584
C -1.895 -1.228 -1.258 -0.4710
O -1.690 -0.975 -2.653 -0.5508
C 0.967 -0.007 0.894 0.3931
C 0.905 1.522 0.991 -0.5564
O 0.160 2.001 2.110 -0.5217
N 2.330 -0.510 0.890 -0.5862
H 0.618 -1.517 -0.650 0.4269
H 0.794 0.169 -1.193 0.2648
H -1.423 0.583 -0.356 0.2134
H -2.927 -1.041 -0.965 0.3586
H -1.562 -2.261 -1.174 0.3063
H -2.373 -0.455 -3.089 0.3029
H 0.357 -0.466 1.674 0.4644
H 0.348 1.924 0.132 0.2417
H 1.886 2.015 1.003 0.2869
H 0.275 1.442 2.852 0.3114
H 2.914 -0.347 0.080 0.1659
H 2.815 -0.678 1.747 0.1707
```

SMILES: N[C@@H](CO)CNCO
Kohn-Sham gap, eV: 9.54
ΔE to the lowest compared entry with this formula, charge and spin, kcal per mole: 58.5
Highest occupied orbital energy, eV: -8.6


The following is a DFT calculation (wB97M-V/def2-TZVPD) of a molecular structure, C4H12N2O2.

XYZ file:
```
20
Properties=species:S:1:pos:R:3:mulliken_charge:R:1
C -0.304 0.590 1.685 -0.8638
N -2.358 0.758 -0.300 -0.5544
N -0.292 0.073 0.322 -0.3670
O -2.467 0.116 -1.569 -0.5290
O -3.078 -0.007 0.637 -0.3274
H -3.224 0.539 -1.998 0.3589
H -3.423 -0.810 0.211 0.2785
H -0.760 0.889 -0.422 0.4871
H -1.128 0.128 2.224 0.3114
H -0.471 1.667 1.652 0.2841
H 0.640 0.424 2.199 0.3679
C 1.883 -0.042 -1.595 -1.1782
C 1.566 -0.348 -0.171 0.7760
C 2.393 -0.903 0.696 -0.8689
H -0.404 -0.925 0.191 0.3448
H 1.169 -0.523 -2.269 0.2827
H 1.836 1.035 -1.779 0.2767
H 2.887 -0.380 -1.877 0.3844
H 3.421 -1.159 0.440 0.2772
H 2.114 -1.122 1.722 0.2588
```

Kohn-Sham gap (spin up / spin down), eV: 6.28 / 6.28
ΔE to the lowest compared entry with this formula, charge and spin, kcal per mole: 232.4
Highest occupied orbital energy (spin up / spin down), eV: -5.7 / -5.7